1.
Here is a structure of composition C26H46BeBrCl5F10LiNaO16P2S in a non-equilibrium geometry from the OMol25 dataset. Energies are from wB97M-V/def2-TZVPD.

Last column: Löwdin charge in e.
Cartesian coordinates (Å):
C -7.04 3.25 -0.14  -0.4255
Cl 3.13 -2.49 10.37  0.5154
F -4.85 4.24 -2.22  0.1420
C 1.80 2.74 -7.20  -0.1201
F -3.43 5.61 -1.32  0.1384
O 5.34 -6.97 0.06  -0.4072
C -0.71 0.00 -1.82  -0.1563
H 5.74 -0.22 5.98  -0.1416
H -0.50 2.52 -2.40  0.1186
O -4.94 4.64 0.00  0.0190
H -7.20 2.04 -1.94  0.1829
H 1.51 1.00 2.24  0.1221
F -7.46 2.20 0.64  0.1194
H -1.76 3.13 -1.13  0.1082
H 0.56 -0.27 5.06  0.0613
H -5.10 -1.94 4.58  0.0190
C -4.73 5.21 -1.29  -0.4819
P 3.20 -3.05 -2.20  0.5457
C -5.64 6.42 -1.57  -0.2760
O 4.44 1.42 -6.08  -0.2822
H -1.08 -2.16 4.52  0.1271
H -0.99 -4.83 3.52  0.1344
H 0.43 4.08 -0.42  0.0730
O 4.32 -9.01 -0.57  -0.3896
C 3.87 -0.11 3.38  -0.1040
H -1.55 -0.82 -2.00  0.1408
H 4.81 -1.40 -2.02  0.0976
O 3.91 -1.44 -2.48  -0.3179
H -0.45 0.40 -2.92  0.1305
C -1.81 -2.14 0.54  -0.1874
F -8.90 3.00 -1.58  0.0989
H -5.40 7.26 -0.91  0.1109
F -7.59 4.36 0.41  0.1103
Cl 4.40 -1.29 8.04  0.5431
H -4.99 2.66 -0.68  0.1562
C -7.54 3.01 -1.56  -0.2821
C -0.25 -2.04 1.13  -0.2464
H 2.22 -0.41 1.22  0.0731
H -2.22 -4.32 2.20  0.1428
O -3.12 -2.07 3.61  -0.2299
H 0.37 -4.32 1.50  0.1266
Na 1.66 2.17 -9.57  0.8497
F -7.15 3.97 -2.42  0.0811
O 6.04 0.21 5.20  -0.2030
H 2.40 -0.32 5.74  0.0406
H 4.63 -0.68 4.06  0.0679
S 3.45 0.69 -5.30  0.6329
O 2.27 -3.51 -3.40  -0.3785
O 3.10 1.09 -3.96  -0.2840
H 5.06 -3.73 -1.20  0.0844
H -5.27 2.94 1.00  0.1615
C 0.34 2.93 -0.26  -0.1034
P 2.20 -2.98 -0.27  0.9156
Cl 2.70 0.33 9.77  0.5082
C 1.69 -0.02 4.86  -0.1112
H 2.06 2.32 -8.18  -0.0201
F -0.57 -3.17 -2.55  -0.0642
H 4.21 -0.32 2.26  0.0810
H 1.15 0.28 -0.55  0.1030
O -2.83 -1.29 0.69  0.0301
H -0.50 -0.66 3.06  0.1058
C -0.04 -3.36 2.08  -0.1420
Cl 4.46 -7.61 -0.90  0.6138
O 2.10 0.54 -6.19  -0.2635
H -2.31 -3.53 4.94  0.1333
H 2.45 -1.88 3.57  0.1260
O -1.71 -3.40 -0.26  -0.0222
C -3.96 -1.65 4.75  -0.3257
H 4.89 -1.10 -4.80  0.0803
H 1.08 3.55 -7.35  0.0996
C -1.36 -3.88 2.90  -0.1346
C 3.92 -1.02 -5.29  -0.1225
O 5.02 -7.48 -2.23  -0.3944
C 1.23 1.66 -6.29  -0.2550
Be 3.74 6.92 -7.07  0.3069
C 2.31 -0.72 3.50  -0.3614
O 4.61 -4.11 -2.03  -0.2278
F -5.52 6.84 -2.85  0.1275
H 0.28 1.30 -6.72  0.1204
H 1.83 1.15 4.71  0.0946
H 1.40 -0.80 -2.07  0.1084
C -0.02 -0.67 2.00  -0.1069
H -0.57 0.20 1.38  0.1156
C 0.66 -0.60 -1.15  -0.1122
H 3.14 -2.28 0.61  -0.0509
H -3.58 -1.98 5.80  -0.0486
H 3.17 -1.59 -4.74  0.0399
H 1.00 2.06 -5.30  0.1214
F -6.95 6.12 -1.38  0.1020
Br -5.37 -2.59 6.70  0.1842
C -5.51 3.33 0.01  -0.0385
O -1.35 1.04 -0.97  -0.2311
H 0.79 -3.10 2.88  0.1146
Li -5.28 8.19 0.86  0.9405
H 1.40 2.46 -0.54  0.0887
C -0.84 2.38 -1.28  -0.2510
C 1.54 -0.19 2.16  -0.1931
C 2.94 -1.29 9.06  -2.0036
H 4.00 -1.37 -6.32  0.0788
H -3.94 -0.45 4.75  0.1268
O 3.16 -6.97 -0.86  -0.4157
H 2.71 3.17 -6.78  0.0448
H 3.84 1.05 3.53  0.0919
H 0.19 -4.18 -0.88  0.1344
Cl 1.52 -1.72 8.07  0.5174
H 0.05 2.66 0.87  0.0877
C -0.44 -3.20 -1.04  -0.2049
F 3.34 4.79 -7.09  -0.6962
C -1.94 -2.83 4.04  -0.1938
C 0.51 -2.01 -0.35  -0.4108

Calculated values
E	-254699.324	eV
HOMO level	-6.3440	eV

---

2.
Here is a cluster of 4 separate species, C26H46Br2FN2O10PS in total in a non-equilibrium geometry from the OMol25 dataset. Energies are from wB97M-V/def2-TZVPD.

Last column: Löwdin charge in e.
Cartesian coordinates (Å):
H 1.82 2.07 -9.67  0.1223
C 0.55 -2.43 2.89  -0.3076
H 3.21 1.27 -6.09  0.0851
C -1.62 -0.04 3.73  -0.2167
C -3.42 -1.60 2.32  -0.0988
C 1.31 2.78 5.88  -0.1058
H -1.04 -1.08 -1.20  0.1390
H -3.55 0.74 2.68  0.1413
H 1.51 -4.22 1.63  0.0659
O 1.42 1.44 6.34  -0.2007
H 0.15 5.86 -3.27  0.0842
H 5.14 1.71 7.88  0.0848
C 4.41 2.25 7.27  -0.1126
C 1.77 -3.52 2.55  -0.0858
C -0.41 -1.06 -0.18  -0.2596
H -0.72 5.81 -1.73  0.0893
H 3.60 -0.02 6.98  0.1230
H -2.13 -5.96 2.97  0.1069
H 0.95 3.40 6.70  0.0877
C 3.61 0.42 5.98  -0.1900
H -1.77 3.12 -1.13  0.0901
O 4.34 1.65 5.97  -0.1929
H -0.42 2.24 -0.38  0.0847
N -4.98 -2.38 -1.69  -0.2663
H 2.79 2.70 -5.10  0.0880
O 1.28 2.04 -6.34  -0.2119
O -2.68 -8.02 0.51  -0.0913
O 2.62 0.57 -8.53  -0.1966
O -0.56 1.98 -2.40  -0.2091
Br -0.95 -5.85 -0.31  0.6001
C -3.37 -4.44 1.76  -0.1240
C -4.07 -1.34 0.80  0.0236
O -1.53 4.66 -3.22  -0.1957
H -2.49 2.12 -3.20  0.1260
H 1.92 -4.26 3.48  0.0845
H 2.81 -2.96 2.43  0.0940
P -0.33 0.01 2.26  0.7999
C -3.16 -0.25 3.22  -0.2014
H -3.90 -6.58 2.66  0.1422
H -3.82 -0.36 4.21  0.1317
H 1.69 -0.35 5.41  0.1100
H -0.15 3.70 -4.46  0.1144
C -1.45 2.23 -3.51  -0.1859
H -1.83 3.72 -5.00  0.1223
H -0.43 -2.18 0.21  0.1060
C -4.40 -2.54 -0.28  -0.1730
H 2.28 3.18 5.54  0.0880
H 0.90 3.39 -7.83  0.1215
H -1.24 1.46 -4.26  0.1190
H 2.19 1.04 4.44  0.1174
C -0.39 5.21 -2.58  -0.1104
C -3.01 -5.99 2.17  -0.1388
C -1.19 3.61 -4.13  -0.1911
C -3.11 -3.14 2.78  -0.4189
O -1.08 -0.10 0.70  -0.3180
H 1.56 -1.19 -8.75  0.0860
H 1.65 0.09 0.16  0.0886
C -4.00 -4.04 0.27  -0.1663
C -1.20 2.19 -1.15  -0.1026
F -4.41 0.06 0.36  -0.0724
C 1.12 -0.59 -0.65  -0.0840
O 0.30 1.50 2.35  -0.3942
H 3.44 2.25 7.77  0.0819
H 2.63 3.10 -7.54  0.1273
H 2.10 1.11 -4.72  0.0869
Br -2.37 -3.54 4.65  0.6609
S -5.02 -4.03 -2.29  0.9054
H 0.59 2.84 5.06  0.0766
O 1.00 -1.08 2.53  -0.2910
H 4.75 3.28 7.15  0.0892
H 1.43 -0.43 -7.14  0.0815
C 2.09 -0.63 -7.98  -0.1112
H 1.75 -1.60 -0.67  0.0878
H 0.38 -2.51 4.06  0.0887
H -1.86 1.35 -0.93  0.0700
C 2.41 1.77 -5.53  -0.1045
H 4.14 -0.27 5.31  0.1215
H 2.93 -1.23 -7.62  0.0895
H -1.60 1.01 4.29  0.1254
H 0.29 4.43 -2.21  0.0847
H -0.38 -2.82 2.29  0.0862
N -4.39 -4.94 -0.89  -0.2875
H 0.62 1.11 -8.80  0.1243
C 1.61 1.57 -8.72  -0.1926
C 1.64 2.62 -7.60  -0.1926
C 2.18 0.62 5.45  -0.1982
H -1.25 -0.83 4.51  0.0584
H 1.15 -0.10 -1.71  0.0750
C -2.35 -6.77 0.86  -0.5886

Calculated values
E	-214071.911	eV
SMILES	CCOP(=O)(CCc1c(Br)c(CC(=O)Br)c2nsnc2c1F)OCC.COCCOC.COCCOC.COCCOC
HOMO level	-8.8501	eV

---

3.
Here is a structure of composition C26H46LaO2P2 in a non-equilibrium geometry from the OMol25 dataset. Energies are from wB97M-V/def2-TZVPD.

Last column: Löwdin charge in e.
Cartesian coordinates (Å):
H 1.78 3.04 2.22  0.0455
H 1.78 1.25 -3.92  0.0945
C -0.95 -1.45 -6.02  -0.1885
H -1.44 -1.83 -6.94  0.1226
La -0.32 0.11 2.30  1.7838
C -0.63 -1.62 4.14  -0.3671
C 0.10 2.11 -5.05  -0.1846
H -0.68 -2.35 -5.45  0.1091
H 2.81 -0.54 -0.71  0.0454
C -1.45 3.09 5.33  -0.0124
H 3.16 3.20 1.08  0.0598
C -1.87 -0.99 4.68  -0.0576
H 2.07 0.44 4.93  0.0826
C -1.93 -0.65 -5.22  -0.1235
H -2.05 -1.34 5.71  0.1067
H 3.29 -0.42 3.35  0.0613
H 3.22 2.04 2.44  0.0465
H -2.69 -1.24 -4.71  0.0967
H -3.32 0.40 -1.24  0.0569
H 0.46 0.52 -2.25  0.0627
C 1.16 -0.19 -5.31  -0.1015
C 0.75 -2.55 2.54  -0.2992
C -1.48 3.10 3.83  -0.6239
C -2.77 0.38 -0.29  -0.2648
H -1.95 3.95 5.77  0.0886
C -1.16 1.71 -5.84  -0.1982
C 1.08 0.05 5.21  -0.0413
C -0.14 1.03 -1.47  -0.3895
H -1.99 2.21 5.71  0.0826
C 0.71 -1.12 4.35  -0.3482
H -0.21 2.60 -4.11  0.0968
H 0.48 -3.65 0.72  0.0605
H -1.47 -1.65 -2.48  0.0374
H 0.37 0.89 5.13  0.0500
H 1.12 -0.26 6.26  0.1018
H 1.97 -0.87 -4.98  0.1078
H -2.61 -2.44 2.22  0.0694
H -1.87 -2.45 -0.91  0.0486
C 2.57 2.49 1.68  -0.2543
H 0.64 2.88 -5.62  0.1228
C 1.55 -1.71 3.37  -0.3065
C -1.15 -1.78 -1.43  -0.2475
H -1.52 -3.53 1.37  0.0651
H 1.51 2.51 -1.30  0.0900
C 1.27 -3.40 1.43  -0.0372
H 3.38 -1.79 2.24  0.0670
O -2.05 3.91 3.12  0.0647
H -2.15 -3.97 2.97  0.1013
H 3.57 -2.05 3.98  0.1018
O -0.78 2.05 3.32  -0.4168
P 1.83 1.16 0.68  0.7306
H -0.87 1.43 -6.86  0.1004
H -2.78 1.39 0.15  0.0554
C 3.02 -1.48 3.22  -0.0428
H 3.95 0.05 0.52  0.0476
H 3.65 1.02 -0.97  0.0584
H -3.31 -0.28 0.41  0.0433
C 0.79 1.98 -0.63  -0.3808
H -0.16 -2.28 -1.41  0.0469
H -1.81 0.12 4.72  0.0528
H 0.17 2.74 -0.11  0.0923
C 1.05 0.99 -4.70  -0.1434
H 0.98 -1.50 -6.94  0.1141
H -0.90 1.65 -1.99  0.0842
C -2.02 0.70 -5.16  -0.1054
H -1.76 2.63 -5.94  0.1153
H 2.06 -2.88 0.87  0.0687
H 1.71 -4.34 1.81  0.1020
C -1.77 -3.14 2.36  -0.0422
H -2.76 -1.24 4.08  0.0837
C 3.19 0.36 -0.21  -0.2547
P -1.06 -0.23 -0.49  0.7410
C -0.59 -2.51 3.02  -0.3277
C 0.35 -0.74 -6.45  -0.1967
H -2.85 1.13 -4.60  0.0997
H 0.13 0.01 -7.22  0.0995
H -0.42 3.11 5.70  0.0903

Calculated values
ΔE to the lowest compared entry with this formula, charge and spin	0.000	eV
total charge	+1
E	-51236.635	eV
HOMO level	-10.7459	eV